(1)
Below is C9H8ClNS in the gas phase, with properties calculated with ωB97M-V/def2-TZVPD.

The geometry in ORCA input format:
```
! wB97M-V def2-TZVPD RIJCOSX def2/J DEFGRID3
* xyz 0 1
C 2.0684 1.5566 1.6680
C 1.4342 2.2991 0.5097
C 2.0758 3.5374 0.1510
N 2.7319 4.4058 -0.1686
C 0.3741 1.9131 -0.2004
Cl -0.2666 2.9517 -1.4417
C -0.5183 0.6826 -0.1759
S -2.1620 0.9098 0.1201
C -2.4595 -0.7969 0.2372
C -1.2758 -1.5133 -0.0275
C -0.1700 -0.6575 -0.2917
C 1.0599 -1.3232 -0.7412
H 3.1205 1.4946 1.4357
H 1.5099 0.6763 1.7097
H 1.7012 2.0916 2.6126
H -3.4821 -1.2254 0.2939
H -1.2973 -2.5235 -0.2761
H 0.8961 -2.0353 -1.5170
H 1.8321 -0.5866 -1.0412
H 1.5219 -1.9578 0.1682
*
```

Results
LUMO level (hartree): 0.0074
Gap between HOMO and LUMO (eV): 9.2
Energy above the lowest of the compared OMol25 structures with the same formula, charge and spin (kcal/mol): 48.7
HOMO (eV): -8.989

(2)
Below is a molecular structure, C9H8CuF6N3O4S3, with properties calculated with ωB97M-V/def2-TZVPD.

The geometry in ORCA input format:
```
! wB97M-V def2-TZVPD RIJCOSX def2/J DEFGRID3
* xyz 0 1
Cu -0.1460 0.0788 0.1247
F 4.4143 -0.4624 1.1376
C 4.2150 0.7291 0.5723
F 4.6297 0.6818 -0.6845
F 4.9133 1.6428 1.2341
S 2.4078 1.1613 0.6900
O 1.7451 0.1444 -0.1289
O 2.2820 2.5130 0.2708
N 2.2284 0.9719 2.2385
S 1.2574 -0.0022 2.9678
O 0.0108 -0.2282 2.2443
O 1.1293 0.3113 4.3493
C 2.0048 -1.7072 2.9286
F 2.2567 -2.0727 1.6719
F 3.1151 -1.7975 3.6435
F 1.0944 -2.5473 3.4369
N -2.8552 0.1652 2.4095
C -2.6827 -0.6965 1.3988
S -2.3425 -0.0542 -0.1541
N -2.8882 -1.9845 1.6964
C -3.0167 -3.1596 0.9062
C -2.8495 -4.3688 1.5766
C -3.0474 -5.5662 0.9134
C -3.4148 -5.5726 -0.4237
C -3.5655 -4.3685 -1.0922
C -3.3730 -3.1617 -0.4380
H -2.5888 1.1182 2.2311
H -2.7742 -0.1420 3.3670
H -2.9642 -2.1818 2.6840
H -2.5605 -4.3738 2.6219
H -2.9150 -6.5002 1.4428
H -3.5865 -6.5092 -0.9366
H -3.8475 -4.3605 -2.1367
H -3.5075 -2.2286 -0.9560
*
```

Results
LUMO level (hartree): -0.0033
Gap between HOMO and LUMO (eV): 9.0
HOMO (eV): -9.044

(3)
Below is C9H8F2O in the gas phase, with properties calculated with ωB97M-V/def2-TZVPD.

The geometry in ORCA input format:
```
! wB97M-V def2-TZVPD RIJCOSX def2/J DEFGRID3
* xyz 0 1
O 2.3659 -2.6571 -0.2989
C 2.2977 -1.5760 0.2124
C 1.7000 -0.3656 -0.4498
C 0.2904 -0.0849 -0.0602
C -0.4378 0.9037 -0.7172
C -1.7859 1.0659 -0.4572
C -2.4281 0.2332 0.4453
C -1.7094 -0.7456 1.1076
C -0.3549 -0.8967 0.8658
C 2.8498 0.9995 -0.0075
F 3.0228 1.0015 1.3183
F 4.0207 0.7524 -0.5983
H 2.6838 -1.3890 1.2323
H 1.8046 -0.4248 -1.5349
H 0.0483 1.5322 -1.4503
H -2.3427 1.8295 -0.9793
H -3.4869 0.3399 0.6231
H -2.2074 -1.4111 1.7986
H 0.1922 -1.6767 1.3740
H 2.4372 1.9560 -0.3376
*
```

Results
LUMO level (hartree): 0.0305
Gap between HOMO and LUMO (eV): 10.2
Energy above the lowest of the compared OMol25 structures with the same formula, charge and spin (kcal/mol): 0.0
HOMO (eV): -9.414

(4)
Below is a molecular structure, C9H8F3N2O4PS, with properties calculated with ωB97M-V/def2-TZVPD.

The geometry in ORCA input format:
```
! wB97M-V def2-TZVPD RIJCOSX def2/J DEFGRID3
* xyz 0 1
O -2.5421 -4.3927 -1.0358
P -2.0502 -3.0611 -0.7032
O -2.6011 -1.8800 -1.6439
O -2.5102 -2.5621 0.7351
C -0.2413 -2.9325 -0.7582
C 0.2294 -1.5398 -0.3749
C 0.4137 -0.5508 -1.2969
C 0.8118 0.7611 -0.9192
C 1.0270 1.0718 0.3877
C 1.4620 2.4201 0.8823
O 1.5681 3.3714 -0.1774
C 0.5642 4.2588 -0.2528
F 0.3760 4.9133 0.8849
F -0.5956 3.6726 -0.5508
F 0.8466 5.1373 -1.2046
C 0.8622 0.0581 1.3616
N 1.0380 0.1982 2.6793
S 0.7494 -1.2230 3.3443
N 0.3613 -2.0808 2.0341
C 0.4692 -1.2502 1.0031
H -1.9180 -1.6163 -2.2682
H -3.0312 -1.7544 0.6576
H 0.1474 -3.6149 -0.0134
H 0.1073 -3.1965 -1.7483
H 0.2601 -0.7913 -2.3370
H 0.9363 1.5162 -1.6729
H 0.8053 2.7496 1.6803
H 2.4544 2.3180 1.3071
*
```

Results
LUMO level (hartree): -0.0394
Gap between HOMO and LUMO (eV): 8.2
HOMO (eV): -9.320

(5)
Below is C9H8FN in the gas phase, with properties calculated with ωB97M-V/def2-TZVPD.

The geometry in ORCA input format:
```
! wB97M-V def2-TZVPD RIJCOSX def2/J DEFGRID3
* xyz 0 1
C -3.2938 -0.1300 -1.1000
C -2.0577 0.0018 -1.2206
C -0.6737 0.1387 -1.1333
C -0.1090 1.3716 -1.8526
C 0.2389 -0.5582 -0.3002
N 1.5554 -0.2866 -0.2488
C 2.2909 -0.4779 0.7873
C 1.7042 -0.8680 2.1249
C 0.4150 -1.2686 2.0476
C -0.2949 -1.5251 0.7685
F -0.0040 -2.9368 0.5105
H -4.3572 -0.1526 -1.0648
H -0.4436 2.3386 -1.5022
H 0.9701 1.1866 -1.7486
H -0.4934 1.2984 -2.7876
H 3.2722 -0.2810 0.5725
H 2.3468 -0.6514 2.8620
H -0.1324 -1.5144 3.0640
H -1.3266 -1.6942 0.8839
*
```

Results
LUMO level (hartree): -0.0353
Gap between HOMO and LUMO (eV): 7.4
Energy above the lowest of the compared OMol25 structures with the same formula, charge and spin (kcal/mol): 55.5
HOMO (eV): -8.402

(6)
Below is C9H8N2 in the gas phase, with properties calculated with ωB97M-V/def2-TZVPD.

The geometry in ORCA input format:
```
! wB97M-V def2-TZVPD RIJCOSX def2/J DEFGRID3
* xyz 0 1
C -2.4269 -0.4249 -0.0863
C -1.1348 0.0180 -0.8147
C -1.1138 0.2631 -2.1010
N -0.0535 0.6896 -2.7629
N 0.9681 0.9196 -2.0355
C 1.1113 0.5139 -0.6776
C 2.2833 0.7442 0.0286
C 2.3180 0.2147 1.3188
C 1.2195 -0.3868 1.9946
C 0.0572 -0.5591 1.2684
C 0.0053 -0.0483 -0.0271
H -3.2880 -0.5302 -0.7396
H -2.2473 -1.4453 0.4188
H -2.4681 0.3596 0.6486
H -2.0301 0.1536 -2.6674
H 3.0789 1.2839 -0.3876
H 3.1979 0.2695 1.9585
H 1.3556 -0.9114 3.0058
H -0.8328 -1.1238 1.6577
*
```

Results
LUMO level (hartree): -0.0081
Gap between HOMO and LUMO (eV): 8.6
Energy above the lowest of the compared OMol25 structures with the same formula, charge and spin (kcal/mol): 49.9
HOMO (eV): -8.856

Computed E (hartree) in order:
-1260.824895, -4247.258686, -622.686467, -1797.510562, -502.197898, -457.199109